a.
72
Properties=species:S:1:pos:R:3 method="wB97M-V/def2-TZVPD" molar_mass_g_mol=446.55 homo_lumo_gap_ev=8.9003 e_lumo_ev=0.4 spin_multiplicity=1 smiles="COCCNCCOC.COCCNCCOC.NC(N)=O.NC(N)=O.NC(N)=O"
C -3.011 -2.359 10.408
O -3.779 -1.266 10.907
C -5.047 -1.669 11.594
C -4.889 -1.497 13.085
N -4.366 -0.180 13.449
C -3.338 -0.272 14.508
C -2.001 -1.023 14.097
O -1.177 -0.267 13.276
C 0.036 -0.888 12.784
H -2.683 -3.084 11.153
H -2.080 -1.874 10.117
H -3.477 -2.863 9.561
H -5.301 -2.724 11.486
H -5.812 -0.999 11.202
H -4.460 -2.441 13.422
H -5.883 -1.325 13.498
H -3.788 0.015 12.643
H -3.832 -0.726 15.366
H -3.033 0.719 14.844
H -2.254 -1.935 13.557
H -1.401 -1.134 15.000
H 0.663 -1.202 13.618
H 0.672 -0.267 12.153
H -0.226 -1.830 12.303
C 0.553 2.273 15.576
O 0.106 3.118 14.469
C 0.404 4.433 14.705
C -0.753 5.193 15.437
N -1.746 5.643 14.472
C -2.986 6.170 15.067
C -3.930 6.753 13.956
O -4.970 5.903 13.427
C -5.736 6.409 12.297
H 0.051 1.307 15.632
H 0.316 2.586 16.593
H 1.611 2.036 15.469
H 0.591 4.801 13.696
H 1.358 4.490 15.230
H -0.300 6.043 15.948
H -1.335 4.610 16.150
H -1.276 6.415 14.021
H -2.568 6.877 15.783
H -3.515 5.367 15.580
H -3.503 7.210 13.064
H -4.593 7.411 14.518
H -5.059 6.556 11.456
H -6.160 7.395 12.486
H -6.489 5.731 11.895
C -1.108 2.012 7.755
O -0.426 2.108 6.744
N -1.026 1.080 8.668
N -2.229 2.606 7.754
H -0.161 0.559 8.625
H -1.514 1.191 9.546
H -2.895 2.431 8.493
H -2.298 3.322 7.045
C -6.864 2.482 12.884
O -7.622 3.218 12.374
N -7.110 1.249 13.386
N -5.561 2.762 13.061
H -6.336 0.659 13.657
H -8.095 1.063 13.261
H -4.966 1.945 13.070
H -5.266 3.678 12.756
C -2.399 3.040 12.043
O -2.424 2.470 10.955
N -2.807 4.232 12.217
N -2.063 2.350 13.094
H -2.377 4.633 13.039
H -3.126 4.718 11.391
H -1.799 2.729 13.992
H -1.512 1.527 12.897

=====

b.
72
Properties=species:S:1:pos:R:3 method="wB97M-V/def2-TZVPD" molar_mass_g_mol=446.55 homo_lumo_gap_ev=8.6483 e_lumo_ev=0.4 spin_multiplicity=1 smiles="COCCNCCOC.COCCNCCOC.NC(N)=O.NC(N)=O.NC(N)=O"
C 2.583 0.692 2.828
O 2.226 1.470 1.717
C 3.344 2.024 1.081
C 3.019 3.255 0.237
N 2.460 2.917 -1.070
C 1.000 2.805 -1.062
C 0.462 2.679 -2.484
O -0.895 3.074 -2.461
C -1.599 2.653 -3.602
H 3.218 -0.165 2.576
H 1.702 0.285 3.329
H 3.082 1.298 3.593
H 3.885 1.324 0.427
H 4.114 2.325 1.811
H 3.957 3.787 0.060
H 2.365 3.909 0.816
H 2.774 1.997 -1.371
H 0.560 3.725 -0.672
H 0.631 1.922 -0.530
H 0.548 1.630 -2.805
H 1.035 3.283 -3.197
H -1.064 2.961 -4.512
H -2.600 3.073 -3.605
H -1.631 1.556 -3.655
C -3.753 -0.884 6.464
O -2.894 -0.168 5.623
C -2.982 -0.614 4.291
C -2.189 0.263 3.343
N -2.252 -0.269 1.982
C -1.644 0.686 1.069
C -1.903 0.264 -0.364
O -3.314 0.219 -0.512
C -3.694 -0.404 -1.731
H -3.908 -1.924 6.151
H -4.774 -0.477 6.495
H -3.376 -0.862 7.485
H -4.043 -0.581 3.986
H -2.690 -1.669 4.199
H -1.153 0.236 3.699
H -2.543 1.298 3.408
H -3.237 -0.375 1.759
H -0.577 0.778 1.273
H -2.062 1.695 1.196
H -1.427 -0.722 -0.452
H -1.530 0.954 -1.123
H -3.252 0.018 -2.639
H -4.778 -0.395 -1.800
H -3.325 -1.434 -1.632
C 2.783 -1.390 -5.488
O 2.226 -2.394 -5.038
N 2.931 -0.290 -4.711
N 3.391 -1.396 -6.699
H 2.447 -0.271 -3.826
H 3.420 0.518 -5.049
H 3.598 -0.554 -7.201
H 3.206 -2.254 -7.188
C -0.505 -3.762 1.307
O -0.447 -3.208 0.212
N -1.057 -3.192 2.414
N 0.203 -4.907 1.542
H -1.000 -3.740 3.251
H -1.449 -2.258 2.379
H 0.125 -5.433 2.394
H 0.560 -5.390 0.737
C 1.700 -0.858 -1.311
O 2.505 -0.017 -1.740
N 1.281 -0.860 -0.023
N 1.357 -1.971 -2.018
H 0.760 -1.628 0.372
H 1.611 -0.113 0.563
H 0.720 -2.609 -1.567
H 1.758 -2.135 -2.931

=====

Relative energy of each structure, in kcal/mol: a 94.9; b 0.0.

=====

a.
41
Properties=species:S:1:pos:R:3 method="wB97M-V/def2-TZVPD" molar_mass_g_mol=250.24 homo_lumo_gap_ev=10.5711 e_lumo_ev=0.0 spin_multiplicity=1 smiles="CCCC(=O)O.O.O.O.O.O.O.O.O.O"
O 0.520 -1.796 1.579
C -0.274 -0.891 1.687
O -1.251 -0.642 0.769
C -0.275 0.096 2.745
C 0.713 1.292 2.605
C 0.336 2.351 3.601
H -1.511 -1.217 0.105
H -0.001 -0.555 3.582
H -1.282 0.312 2.898
H 1.802 0.843 2.672
H 0.724 1.816 1.609
H -0.569 2.888 3.459
H 1.200 3.071 3.602
H 0.160 2.075 4.577
H -3.137 -1.472 -0.892
H -2.908 -2.878 -1.733
O -2.954 -2.506 -0.796
H -1.655 2.821 -3.046
H -2.023 2.225 -1.717
O -2.131 2.006 -2.609
H -0.250 1.184 -3.259
H 1.269 1.304 -3.349
O 0.436 1.804 -3.529
H 2.961 1.048 -3.109
H 2.717 -0.330 -2.497
O 2.465 0.241 -3.264
H -3.161 0.324 0.497
H -4.005 1.468 0.429
O -3.631 0.812 -0.120
H 2.524 -1.859 2.477
H 2.928 -0.441 2.589
O 3.002 -1.270 3.081
H 3.487 -0.341 -0.462
H 2.979 0.943 -1.023
O 3.663 0.311 -1.046
H -3.018 0.273 -3.101
H -3.947 0.169 -1.861
O -3.451 -0.528 -2.560
H 3.598 -2.210 0.070
H 2.087 -2.246 -0.114
O 2.837 -1.720 0.216

=====

b.
41
Properties=species:S:1:pos:R:3 method="wB97M-V/def2-TZVPD" molar_mass_g_mol=250.24 homo_lumo_gap_ev=9.9453 e_lumo_ev=-0.1 spin_multiplicity=1 smiles="O=CCCCO.O.O.O.O.O.O.O.O.O"
O -0.026 -1.448 1.610
C -0.625 -0.407 1.728
C -2.109 -0.392 1.411
C -2.655 -0.660 -0.012
C -2.096 -1.927 -0.655
O -2.147 -3.045 0.167
H -0.248 0.621 1.888
H -2.641 -1.188 2.005
H -2.397 0.468 1.986
H -3.747 -0.665 0.214
H -2.584 0.173 -0.714
H -1.066 -1.767 -1.030
H -2.791 -2.058 -1.507
H -1.662 -2.934 0.987
H -0.903 -2.415 -3.620
H 0.323 -2.049 -3.974
O -0.550 -1.847 -4.348
H -1.125 3.004 0.384
H -1.146 2.359 1.718
O -0.852 3.170 1.299
H 2.069 1.253 3.001
H 1.384 1.097 4.354
O 2.255 1.140 3.952
H 0.060 -0.472 -2.557
H 0.050 0.429 -3.706
O 0.284 0.452 -2.747
H 2.596 2.160 0.643
H 1.585 2.998 1.367
O 2.391 2.473 1.550
H 1.874 -3.242 -0.718
H 2.503 -3.393 -2.092
O 1.745 -2.993 -1.643
H 3.249 -0.233 3.386
H 4.130 -0.846 2.190
O 3.283 -0.871 2.637
H 1.988 2.802 -1.760
H 1.741 1.394 -1.239
O 2.031 2.269 -0.966
H -0.959 1.527 -1.763
H -1.859 2.748 -2.056
O -1.352 2.316 -1.368

=====

Relative energy of each structure, in kcal/mol: a 13.0; b 0.0.

=====

a.
17
Properties=species:S:1:pos:R:3 method="wB97M-V/def2-TZVPD" molar_mass_g_mol=147.11 homo_lumo_gap_ev=8.7588 e_lumo_ev=-6.0 spin_multiplicity=1 total_charge=+1
C 0.990 0.281 -2.598
C -0.106 -0.433 0.936
C 0.603 -0.437 -0.397
N -1.600 0.251 -3.020
N -1.228 0.056 -1.699
N -0.691 0.142 -3.875
N 0.065 0.475 -1.391
O -0.441 0.200 -5.038
O 2.113 0.517 -2.432
O 0.028 1.817 -0.983
H -0.953 -1.089 1.126
H 0.524 -0.731 1.733
H -0.369 0.515 1.152
H 0.514 -1.420 -0.919
H 1.587 -0.099 -0.341
H -2.104 0.373 -1.203
H 0.940 2.189 -1.210

=====

b.
17
Properties=species:S:1:pos:R:3 method="wB97M-V/def2-TZVPD" molar_mass_g_mol=147.11 homo_lumo_gap_ev="9.4552 / 7.5693" e_lumo_ev="-5.3 / -6.4" spin_multiplicity=1 smiles="CC[N@+]1(O)NN=[N+]([O-])C1=O" total_charge=+1
C -1.019 1.289 0.826
C 0.527 -1.610 -1.367
C -0.514 -0.628 -0.975
N 0.428 0.031 2.199
N 0.913 -0.110 1.009
N -0.832 0.973 2.154
N 0.109 0.490 -0.087
O -1.401 1.393 3.145
O -1.738 2.032 0.296
O 0.875 1.240 -0.898
H 0.503 -2.475 -0.543
H 0.395 -2.007 -2.303
H 1.420 -0.994 -1.283
H -1.410 -0.882 -0.511
H -0.665 0.093 -1.830
H 1.305 -1.013 0.758
H 1.103 2.176 -0.591

=====

c.
17
Properties=species:S:1:pos:R:3 method="wB97M-V/def2-TZVPD" molar_mass_g_mol=147.11 homo_lumo_gap_ev="8.1227 / 8.3192" e_lumo_ev="-5.7 / -5.4" spin_multiplicity=1 total_charge=+1
C 2.634 1.197 0.076
C 2.741 -2.011 -0.127
C -1.586 0.563 -0.008
N -2.763 0.453 -0.460
N -0.945 -0.415 0.540
N 3.845 0.748 0.252
N 1.680 -1.627 -0.015
O 4.752 0.353 -0.407
O -0.899 1.656 -0.184
O 1.601 0.862 0.720
H 2.764 2.153 -0.558
H 3.687 -2.463 -0.228
H -3.275 -0.405 -0.299
H -3.293 1.248 -0.710
H -1.479 -1.211 0.922
H -0.019 1.429 0.199
H 0.084 -0.266 0.855

=====

Relative energy of each structure, in kcal/mol: a 136.9; b 133.4; c 0.0.

=====

a.
13
Properties=species:S:1:pos:R:3 method="wB97M-V/def2-TZVPD" molar_mass_g_mol=144.16 homo_lumo_gap_ev=8.2511 e_lumo_ev=0.3 spin_multiplicity=1
C 0.301 0.430 -0.047
C 1.213 -0.559 0.083
C -0.703 -1.757 -0.062
C -2.052 0.713 -0.068
N 0.632 -1.803 0.075
N -0.978 -0.069 -0.062
O 2.569 -0.644 0.016
O -1.556 -2.609 -0.026
S -3.615 -0.013 0.054
H 0.386 1.455 -0.151
H 1.170 -2.566 -0.338
H 2.798 0.150 -0.434
H -4.314 1.166 -0.449

=====

b.
13
Properties=species:S:1:pos:R:3 method="wB97M-V/def2-TZVPD" molar_mass_g_mol=144.16 homo_lumo_gap_ev=7.6212 e_lumo_ev=-1.3 spin_multiplicity=1
C -0.165 -0.666 0.567
C 0.208 0.730 0.510
C -0.446 -1.503 -0.689
C 0.127 0.930 -1.687
N -0.138 -1.087 1.794
N 0.433 1.318 1.598
O 0.713 2.362 2.115
O 0.135 -0.149 2.614
S 0.687 -0.694 -1.895
H -0.171 -2.436 -0.485
H -1.414 -1.373 -0.940
H -0.861 0.971 -1.586
H 0.893 1.596 -1.916

=====

Relative energy of each structure, in kcal/mol: a 0.0; b 121.4.